No. 1
{"formula": "C24H43IInP2", "method": "ωB97M-V/def2-TZVPD", "symbols": ["In", "C", "C", "C", "C", "C", "C", "H", "H", "H", "C", "H", "H", "H", "C", "H", "H", "H", "C", "H", "H", "H", "C", "H", "H", "H", "C", "C", "C", "C", "C", "C", "C", "C", "H", "H", "H", "H", "H", "H", "H", "H", "H", "H", "H", "H", "P", "P", "C", "C", "H", "H", "H", "H", "C", "H", "H", "H", "C", "H", "H", "H", "C", "H", "H", "H", "C", "H", "H", "H", "I"], "positions_angstrom": [[-0.6539, 0.6345, 2.1964], [-0.6725, -2.1627, 3.2356], [0.6963, -2.3642, 2.9184], [0.6059, -0.6757, 4.4850], [-0.7487, -1.0913, 4.1894], [1.4741, -1.4472, 3.6811], [-1.8140, -3.0254, 2.8561], [-1.6300, -3.5455, 1.9072], [-2.7419, -2.4472, 2.7619], [-1.9916, -3.7938, 3.6288], [-1.9222, -0.7952, 5.0584], [-2.8638, -1.1445, 4.6121], [-2.0204, 0.2824, 5.2464], [-1.8175, -1.3034, 6.0333], [0.9877, 0.2345, 5.5875], [0.9629, -0.2967, 6.5550], [0.3035, 1.0919, 5.6548], [2.0108, 0.6169, 5.4561], [2.9540, -1.4046, 3.7547], [3.3014, -2.0126, 4.6062], [3.3154, -0.3811, 3.9193], [3.4188, -1.8134, 2.8476], [1.2456, -3.4339, 2.0562], [1.5933, -4.2732, 2.6808], [2.1123, -3.0887, 1.4721], [0.4859, -3.8309, 1.3681], [-2.0734, 0.9011, -4.3400], [-1.9687, -0.4324, -4.4150], [-1.0907, -1.1520, -5.3965], [0.2751, -0.4942, -5.7412], [1.0487, 0.0492, -4.5775], [0.9748, 1.2898, -4.0816], [0.0437, 2.3610, -4.5662], [-1.3098, 1.8945, -5.1667], [-1.6377, -1.2946, -6.3466], [0.1404, 0.2392, -6.5472], [-0.8730, -2.1594, -5.0176], [-1.1559, 1.5721, -6.2043], [-2.8390, 1.3334, -3.6806], [-2.6569, -1.0593, -3.8335], [-1.9397, 2.7987, -5.2318], [-0.1854, 3.0389, -3.7311], [1.7126, 1.5980, -3.3245], [0.5602, 2.9790, -5.3226], [0.8910, -1.3008, -6.1757], [1.7778, -0.6475, -4.1416], [-1.3277, 0.3947, -0.2148], [1.4507, 1.6581, 0.9101], [-0.3809, 1.5755, -1.2591], [0.7023, 2.4472, -0.5903], [-1.1212, 2.2207, -1.7492], [0.0758, 0.9581, -2.0411], [1.5407, 2.6172, -1.2926], [0.3009, 3.4348, -0.2924], [2.3833, 2.9055, 1.8303], [3.0359, 2.3479, 2.5188], [1.6940, 3.5284, 2.4102], [2.9991, 3.5192, 1.1520], [2.7884, 0.6114, 0.2323], [3.3650, 1.2003, -0.4968], [2.3935, -0.2939, -0.2481], [3.4391, 0.3158, 1.0680], [-3.0709, 0.8323, -0.3913], [-3.6436, 0.0560, 0.1358], [-3.3491, 0.8604, -1.4575], [-3.2515, 1.8060, 0.0882], [-1.2012, -1.2488, -1.0108], [-0.2001, -1.6834, -0.8801], [-1.4338, -1.1988, -2.0886], [-1.9185, -1.9216, -0.5203], [-1.5557, 3.0132, 3.2606]], "lowdin_charge": [0.28, -0.29, -0.25, -0.30, -0.33, -0.26, -0.05, 0.07, 0.07, 0.10, -0.05, 0.08, 0.06, 0.11, -0.04, 0.10, 0.07, 0.08, -0.04, 0.10, 0.07, 0.07, -0.05, 0.10, 0.07, 0.07, -0.12, -0.13, -0.17, -0.19, -0.10, -0.15, -0.18, -0.18, 0.13, 0.11, 0.11, 0.11, 0.10, 0.10, 0.12, 0.10, 0.10, 0.13, 0.12, 0.11, 0.77, 0.77, -0.37, -0.36, 0.09, 0.05, 0.08, 0.10, -0.24, 0.06, 0.03, 0.07, -0.22, 0.06, 0.05, 0.05, -0.24, 0.06, 0.05, 0.06, -0.20, 0.06, 0.03, 0.06, 0.22], "e_tot_ha": -2110.591446, "charge": 1, "lumo_ev": -3.524, "homo_lumo_gap_ev": 6.2, "homo_ev": -9.7}

No. 2
{"formula": "C10H16", "method": "ωB97M-V/def2-TZVPD", "symbols": ["C", "C", "C", "C", "C", "C", "C", "C", "H", "H", "H", "H", "H", "H", "H", "H", "H", "H", "C", "C", "H", "H", "H", "H", "H", "H"], "positions_angstrom": [[2.5054, -2.2707, -0.1318], [1.1960, -2.1653, 0.7663], [0.6409, -0.6655, 0.9505], [-0.5971, -0.5689, 1.5640], [-1.1803, 0.7237, 1.6172], [-0.4620, 1.8474, 1.2570], [0.8557, 1.6731, 0.7974], [1.3636, 0.3789, 0.4838], [2.1131, -2.6734, -1.1144], [3.2295, -2.9309, 0.3544], [3.0741, -1.3719, -0.2037], [0.5918, -2.8793, 0.4285], [1.2925, -2.3985, 1.7464], [-1.1184, -1.3740, 1.9941], [-2.2375, 0.9683, 1.8801], [-0.8598, 2.7777, 1.3006], [1.5247, 2.3778, 0.4830], [2.2927, 0.3309, -0.1282], [-2.6450, 0.9067, -2.3232], [-1.3054, 0.5833, -3.2283], [-2.2575, 1.5476, -1.5574], [-3.3148, 1.4069, -3.0822], [-3.3964, 0.0745, -2.0800], [-0.4887, 0.1539, -2.7012], [-1.0044, 1.4854, -3.8248], [-1.6720, -0.1506, -4.0127]], "lowdin_charge": [-0.08, -0.14, -0.21, -0.04, -0.08, -0.09, -0.05, -0.05, 0.09, 0.06, 0.02, 0.05, 0.06, 0.10, 0.12, 0.06, 0.06, 0.11, -0.15, -0.15, 0.02, 0.06, 0.07, 0.02, 0.06, 0.06], "e_tot_ha": -390.543800, "lumo_ev": 1.000, "homo_lumo_gap_ev": 10.0, "homo_ev": -9.0}

No. 3
{"formula": "C10H7N3O", "method": "ωB97M-V/def2-TZVPD", "symbols": ["C", "C", "C", "C", "C", "C", "C", "C", "C", "C", "N", "N", "N", "O", "H", "H", "H", "H", "H", "H", "H"], "positions_angstrom": [[-2.1044, 1.3065, -0.7438], [-2.2850, -1.0854, -0.9781], [2.9800, -0.4032, -0.6119], [2.3450, 0.7529, -1.0315], [2.2804, -1.4275, 0.0052], [0.9697, 0.8964, -0.8424], [0.9038, -1.3167, 0.2138], [0.3783, -0.1558, -0.2319], [-1.9141, -0.1276, 1.3015], [-2.0575, 0.0390, -0.1718], [-2.0627, 2.3710, -1.1787], [-2.4416, -2.0066, -1.6441], [-1.8669, 1.0416, 1.9890], [-1.7877, -1.2087, 1.8354], [4.0420, -0.5118, -0.7746], [2.8914, 1.5464, -1.5187], [2.7860, -2.3260, 0.3210], [0.4370, 1.7758, -1.1718], [0.3195, -2.0885, 0.6879], [-2.0554, 1.9294, 1.5570], [-1.7576, 0.9987, 2.9886]], "lowdin_charge": [-0.24, -0.21, -0.08, -0.06, -0.05, -0.05, -0.04, 0.07, -0.56, -0.16, 0.19, 0.19, 0.18, 0.06, 0.11, 0.11, 0.11, 0.10, 0.12, 0.09, 0.12], "e_tot_ha": -624.670989, "lumo_ev": [-1.788, -1.796], "homo_lumo_gap_ev": [7.8, 7.8], "homo_ev": [-9.6, -9.6]}

No. 4
{"formula": "C42H35CrIN7OPS4Se", "method": "ωB97M-V/def2-TZVPD", "symbols": ["Cr", "N", "C", "S", "N", "N", "C", "C", "C", "C", "C", "C", "N", "H", "H", "H", "H", "H", "H", "H", "S", "P", "S", "C", "C", "C", "C", "C", "C", "C", "C", "C", "C", "C", "C", "H", "H", "H", "H", "H", "H", "H", "H", "H", "H", "Se", "N", "C", "C", "C", "C", "C", "C", "N", "H", "H", "H", "H", "O", "S", "C", "C", "C", "C", "C", "C", "C", "C", "C", "C", "C", "C", "H", "H", "H", "H", "H", "H", "H", "H", "H", "H", "I", "C", "C", "C", "C", "C", "N", "H", "H", "H", "H"], "positions_angstrom": [[13.8531, 14.3457, 11.3050], [18.0111, 11.4638, 11.8186], [16.6887, 11.3066, 12.0817], [16.0608, 9.7290, 12.2762], [16.0367, 12.5089, 12.2538], [14.7208, 12.4819, 11.9658], [13.8180, 11.6285, 12.4356], [12.4223, 11.9358, 12.2777], [11.4265, 11.0693, 12.8074], [10.1984, 11.6102, 13.1379], [10.0002, 12.9569, 12.8532], [10.9762, 13.6756, 12.1771], [12.1264, 13.1836, 11.7698], [18.6394, 10.6769, 11.9811], [18.3879, 12.4160, 11.8912], [14.0426, 10.7187, 13.0076], [11.7432, 10.0498, 12.9911], [9.3696, 11.0184, 13.5249], [9.1599, 13.4563, 13.2893], [10.8146, 14.7457, 11.9888], [14.5216, 18.7984, 12.7484], [14.1717, 17.2910, 13.9131], [14.8374, 15.4853, 13.1846], [14.9372, 17.7553, 15.5159], [16.0679, 17.1657, 16.0271], [16.4718, 17.4387, 17.3426], [15.7836, 18.3131, 18.1845], [14.5919, 18.9098, 17.6894], [14.2299, 18.6795, 16.3430], [12.4404, 17.0985, 14.4488], [12.0678, 16.2989, 15.5708], [10.7930, 16.3673, 16.0723], [9.8117, 17.1262, 15.3643], [10.1116, 17.7446, 14.1887], [11.4263, 17.7294, 13.7013], [16.6938, 16.4664, 15.4330], [17.3475, 16.8989, 17.7689], [16.2199, 18.6377, 19.1137], [13.9515, 19.6203, 18.2807], [13.4485, 19.2679, 15.8618], [12.7551, 15.7061, 16.1996], [10.4756, 15.8692, 17.0214], [8.7943, 17.1149, 15.7341], [9.3400, 18.3355, 13.6681], [11.6964, 18.3326, 12.8350], [11.1829, 14.4862, 9.2320], [12.6745, 15.2928, 10.0326], [12.7467, 16.5894, 9.6447], [13.6738, 17.5840, 9.8966], [13.3882, 18.9304, 9.7240], [12.2230, 19.3565, 9.0586], [11.3759, 18.4042, 8.5492], [11.5520, 17.0427, 8.8742], [10.6294, 16.0759, 8.6681], [14.6827, 17.3496, 10.3455], [14.1501, 19.6689, 10.0736], [12.0669, 20.4052, 8.8781], [10.3910, 18.6406, 8.1127], [8.7333, 11.2951, 8.8589], [9.1582, 10.2878, 9.8397], [9.7722, 8.8782, 8.9184], [10.4735, 9.1756, 7.7349], [11.1198, 8.1718, 7.0156], [11.0232, 6.8764, 7.4394], [10.2568, 6.5593, 8.5724], [9.6161, 7.5420, 9.3363], [7.6951, 9.5890, 10.6166], [7.8498, 8.8191, 11.7693], [6.7179, 8.2344, 12.3435], [5.4540, 8.5302, 11.8667], [5.3105, 9.5305, 10.9144], [6.4417, 10.0619, 10.2737], [10.5112, 10.1772, 7.3937], [11.6487, 8.4380, 6.1441], [11.6032, 6.1588, 6.9075], [10.1186, 5.5559, 8.9201], [9.1476, 7.2850, 10.2776], [8.8144, 8.5705, 12.1452], [6.8680, 7.5540, 13.1736], [4.6163, 7.9607, 12.2883], [4.3458, 9.8926, 10.6171], [6.4094, 10.8021, 9.4572], [13.5730, 12.9292, 7.6462], [15.1644, 14.1406, 8.4763], [16.1388, 14.5615, 7.5409], [17.3607, 14.9421, 7.9636], [17.6136, 14.9326, 9.3757], [16.5969, 14.6309, 10.3001], [15.3091, 14.2616, 9.8136], [15.8615, 14.5465, 6.5134], [18.1748, 15.1694, 7.2606], [18.5378, 15.3248, 9.7684], [16.7777, 14.6365, 11.3807]], "lowdin_spin": [3.62, 0.00, 0.00, 0.00, 0.00, -0.01, 0.03, 0.02, 0.00, 0.01, 0.00, 0.02, 0.02, 0.00, 0.00, 0.00, 0.00, 0.00, 0.00, 0.00, 0.01, 0.02, 0.06, 0.00, 0.00, 0.00, 0.00, 0.00, 0.00, 0.00, 0.00, 0.00, 0.00, 0.00, 0.00, 0.00, 0.00, 0.00, 0.00, 0.00, 0.00, 0.00, 0.00, 0.00, 0.00, 0.02, -0.03, 0.02, -0.01, 0.03, -0.01, 0.02, 0.00, 0.08, 0.00, 0.00, 0.00, 0.00, 0.00, 0.00, 0.00, 0.00, 0.00, 0.00, 0.00, 0.00, 0.00, 0.00, 0.00, 0.00, 0.00, 0.00, 0.00, 0.00, 0.00, 0.00, 0.00, 0.00, 0.00, 0.00, 0.00, 0.00, 0.01, 0.02, 0.00, 0.01, 0.00, 0.02, 0.02, 0.00, 0.00, 0.00, 0.00], "spin_multiplicity": 5, "e_tot_ha": -7757.624961, "lumo_ev": [-1.563, -1.612], "homo_lumo_gap_ev": [5.3, 5.3], "homo_ev": [-6.9, -6.9]}

No. 5
{"formula": "H4NO3PS", "method": "ωB97M-V/def2-TZVPD", "symbols": ["O", "P", "O", "O", "H", "N", "S", "H", "H", "H"], "positions_angstrom": [[1.2240, -1.2812, -1.8665], [0.7297, 0.0221, -1.4914], [1.5185, 0.9248, -0.4441], [1.5119, 1.4168, -1.8706], [-0.5794, 0.4154, -1.6597], [-1.2592, 0.1249, 1.3199], [-0.4581, -1.1806, 1.9395], [-1.6643, 0.6806, 2.0973], [-1.8189, -0.1764, 0.5548], [0.7958, -0.9463, 1.4208]], "lowdin_charge": [-0.27, 0.55, -0.20, -0.18, 0.06, -0.47, 0.64, 0.04, -0.01, -0.16], "e_tot_ha": -1022.313434, "lumo_ev": 0.039, "homo_lumo_gap_ev": 9.6, "homo_ev": -9.6}

The following relative energy (zero: lowest compared OMol25 entry of this formula, charge and spin) values (in kJ/mol) correspond, in order, to the records above: 0.0, 241.7, 311.9, 246.6, 322.6.